(1)
Entry from OMol25: a 9-piece molecular cluster, C10H38NO9 overall at a distorted geometry (ωB97M-V with the def2-TZVPD basis set).

* gap between HOMO and LUMO: 4.20 eV
* charge: -1
* LUMO level: 2.198 eV
* spin multiplicity: 1
* HOMO: -2.0 eV

Structure (XYZ):
```
58
Properties=species:S:1:pos:R:3:forces:R:3:mulliken_charge:R:1
C 2.450806 0.281127 -2.140768 0.2 -0.4 -0.2 -1.027
C 1.932367 1.029287 -0.888173 -1.9 1.2 -1.4 -0.247
O 0.604671 1.438252 -1.041922 1.4 -0.4 0.4 -0.912
H 3.525479 0.320527 -2.318589 0.7 -0.6 0.9 0.354
H 2.206298 0.667941 -3.130062 -1.1 0.7 0.3 0.304
H 2.049084 -0.732147 -2.139382 0.3 -0.3 0.0 0.212
H 2.642491 1.841632 -0.733476 0.5 1.1 -0.1 0.145
H 2.102746 0.482543 0.039261 0.1 -1.1 0.3 0.176
C 0.772783 9.016152 -4.284380 0.9 0.2 0.7 -1.106
C 0.504864 7.969682 -3.187390 0.5 1.6 -1.1 -0.154
O 0.332446 6.784345 -3.879757 -0.5 -1.1 -0.2 -0.510
H 0.965788 10.000164 -3.857104 -0.5 0.2 0.2 0.361
H -0.029429 9.067895 -5.020509 0.1 -0.1 0.1 0.288
H 1.730499 8.796951 -4.756423 -0.2 -0.4 -0.4 0.285
H -0.375462 8.320594 -2.648850 -0.2 -0.4 0.4 0.249
H 1.379355 7.890143 -2.541620 -0.1 0.2 0.4 0.271
H 0.255742 6.061381 -3.252820 0.0 -0.3 0.0 0.315
C 0.253112 -5.477626 -9.508228 -0.8 -0.1 0.4 -0.948
C 0.692378 -5.248957 -8.008209 0.6 0.2 -2.1 -0.258
O -0.381830 -4.891592 -7.186489 -0.2 0.1 0.3 -0.485
H -0.476964 -6.277548 -9.631611 0.0 -0.4 0.5 0.285
H 0.989981 -5.709623 -10.277183 0.6 0.2 0.5 0.336
H -0.311705 -4.624092 -9.883160 0.2 0.4 0.2 0.267
H 1.379755 -4.403154 -8.023906 -0.2 0.2 0.1 0.240
H 1.319277 -6.062538 -7.643262 -0.4 -0.4 0.2 0.270
H -0.882426 -5.654892 -6.889215 0.1 -0.2 -0.1 0.291
C -0.876383 -2.550294 9.101179 1.1 -1.4 0.3 -1.427
C 0.269754 -1.574062 8.818526 -1.0 -0.7 0.8 0.708
C 0.971814 -1.798528 7.479257 0.3 -1.2 -0.2 -0.782
O 1.956909 -2.898807 7.433139 0.3 3.0 0.0 -0.392
C 1.426042 -4.163155 7.453100 -1.2 -0.4 0.1 -0.598
N -0.425317 -0.306141 8.863657 0.4 0.9 -0.7 -0.669
H -1.341602 -2.862419 8.166162 -0.4 0.2 0.2 0.265
H -1.562348 -2.184285 9.865113 -0.3 0.3 -0.4 0.442
H -0.475483 -3.441696 9.583651 0.0 -0.3 -0.2 0.318
H 0.971822 -1.631071 9.650362 0.5 -0.2 -0.1 0.220
H 1.429006 -0.858708 7.169724 0.6 -0.3 0.0 0.304
H 0.226696 -2.026943 6.717204 -0.3 0.0 -0.1 0.391
H 2.106700 -4.896441 7.020543 0.3 0.2 0.3 0.264
H 0.524344 -4.199235 6.841769 -0.3 -0.1 -0.2 0.285
H 1.125957 -4.388017 8.476572 0.1 -0.7 0.1 0.200
H -0.986701 -0.301969 9.703259 0.0 0.3 0.0 0.227
H 0.249810 0.442958 8.919915 -0.1 0.4 0.0 0.247
O -3.430786 -3.992245 -0.301630 -0.2 0.0 0.0 -0.633
H -2.484415 -4.056569 -0.429962 0.3 0.1 -0.1 0.325
H -3.685996 -4.850551 0.036614 -0.1 -0.2 0.1 0.307
O -0.663890 2.499806 -9.215921 0.1 -0.1 -0.2 -0.647
H -0.827014 2.447177 -8.274192 0.0 -0.1 0.3 0.334
H -1.064857 3.326897 -9.483085 -0.1 0.2 -0.1 0.313
O -3.243929 0.980302 4.545538 -0.3 0.0 0.0 -0.640
H -2.367452 1.323386 4.371440 0.2 0.1 -0.2 0.326
H -3.229763 0.745401 5.473361 0.0 -0.1 0.2 0.311
O -3.902143 -1.301060 -4.883474 -0.2 0.1 0.1 -0.628
H -4.326968 -1.496168 -5.718756 -0.1 0.0 -0.2 0.306
H -3.063226 -1.759823 -4.927974 0.3 -0.1 0.1 0.322
O 0.018487 5.065410 3.626986 -0.2 0.2 0.2 -0.658
H 0.173814 4.849605 2.707458 0.0 -0.2 -0.3 0.346
H 0.875009 4.970796 4.043697 0.2 -0.1 0.1 0.310
```
Forces are in eV/Å.



(2)
Entry from OMol25: C10H3F9FeO7S as an isolated structure at a distorted geometry (ωB97M-V with the def2-TZVPD basis set).

* gap between HOMO and LUMO (alpha / beta): 5.38 / 4.35 eV
* charge: +2
* LUMO level (alpha / beta): -12.565 / -13.541 eV
* spin multiplicity: 5
* HOMO (alpha / beta): -17.9 / -17.9 eV

Structure (XYZ):
```
31
Properties=species:S:1:pos:R:3:forces:R:3:mulliken_charge:R:1
O -1.989220 3.013935 0.787654 1.7 1.7 -0.8 -0.417
C -2.506521 1.968415 0.860025 -1.7 -1.0 0.6 0.086
O -3.810392 1.891549 1.270377 0.5 -1.2 -0.5 -0.443
C -1.711726 0.653165 0.547232 -0.8 0.4 -0.7 0.382
C -1.646119 0.465235 -0.955561 1.3 -0.3 -1.0 1.070
C -0.543496 0.102488 -1.707073 -2.7 0.6 0.7 -0.152
S 1.175736 -0.311222 -1.159091 3.5 1.5 -3.2 1.674
O 1.810854 -0.719288 -2.371602 -1.4 -1.3 -0.2 -0.671
O 1.870874 0.828434 -0.652949 -1.8 0.1 1.8 -0.562
C 1.108910 -1.817397 -0.086292 -1.1 -2.1 0.4 0.556
F 2.002488 -2.657299 -0.555436 0.6 0.8 -0.1 -0.194
F -0.087567 -2.413223 -0.362849 -0.1 0.9 0.1 -0.262
C 1.235855 -1.705427 1.469530 -0.5 -0.3 1.1 0.697
F 1.728540 -2.864207 1.912428 0.4 0.2 -0.6 -0.240
F -0.024602 -1.648324 1.979416 0.1 0.7 -0.5 -0.262
C 2.052524 -0.571893 2.147744 0.6 0.2 1.9 0.537
F 1.418271 0.621185 2.160400 -0.3 -0.4 -1.1 -0.237
F 2.094739 -0.908239 3.455627 -0.1 -0.4 -0.4 -0.272
C 3.556891 -0.387348 1.723316 1.3 1.6 0.0 0.698
F 3.878463 -0.930843 0.545811 -0.7 -0.4 -0.1 -0.213
F 4.405665 -0.828549 2.625529 -0.5 -0.7 0.1 -0.230
F 3.780166 0.931313 1.633176 -0.3 -0.1 -0.2 -0.245
C -0.974280 0.101347 -3.159700 1.8 -1.4 1.3 -0.347
O -0.422132 -0.092449 -4.146377 1.4 -0.2 -2.0 -0.200
O -2.386131 0.488660 -3.325049 -0.5 1.2 1.6 -0.670
C -2.816481 0.695637 -1.939463 1.8 -1.5 2.2 0.030
O -3.888050 1.038313 -1.686358 -2.3 1.1 -0.2 -0.274
H -4.403929 2.047326 0.517723 -0.1 0.1 0.4 0.354
H -0.681809 0.827588 0.907074 -0.5 -0.4 0.0 -0.017
H -2.219168 -0.223261 0.994008 0.4 0.3 0.0 0.427
Fe -2.008358 2.404380 -3.429267 -0.1 0.4 -0.6 1.396
```
Forces are in eV/Å.



(3)
Entry from OMol25: C10H40FeO18S2 as an isolated structure at a distorted geometry (ωB97M-V with the def2-TZVPD basis set).

* gap between HOMO and LUMO (alpha / beta): 8.25 / 4.77 eV
* energy relative to the best compared isomer or geometry (same formula, charge and spin): 2.8898 eV
* charge: -1
* LUMO level (alpha / beta): 1.984 / -0.631 eV
* spin multiplicity: 6
* HOMO (alpha / beta): -6.3 / -5.4 eV

Structure (XYZ):
```
71
Properties=species:S:1:pos:R:3:forces:R:3:mulliken_charge:R:1
Fe 1.375951 0.600436 -1.755741 0.4 -1.3 -0.7 0.303
S -0.208484 0.141418 0.365981 1.0 -0.1 -0.9 0.076
O -1.656296 0.228435 0.423423 0.8 -0.1 0.2 -0.576
O 0.422272 -0.207775 1.632323 -0.4 0.4 -0.1 0.478
O 0.316346 -0.734196 -0.736968 -0.8 -2.3 -0.1 -0.112
O 0.404536 1.365407 -0.233194 -0.4 2.5 1.5 0.269
S 2.154444 -1.234480 -4.437764 5.1 0.8 -4.3 1.240
O 2.164568 -0.276299 -5.569357 -2.5 -0.1 0.9 -0.654
O 1.508025 -2.499738 -4.688539 -0.7 0.0 0.3 -0.835
O 3.632944 -1.325277 -4.257930 -0.9 -1.0 1.9 -0.687
O 1.589801 -0.614405 -3.194364 -1.1 1.4 1.8 -0.178
C 2.644203 4.106362 -0.238956 0.0 0.6 -0.1 -0.722
O 2.686894 2.686045 -0.132039 0.6 0.6 -0.2 -0.252
H 3.622477 4.540585 -0.472637 0.1 -0.2 -0.1 0.297
H 1.949899 4.413725 -1.017534 -0.1 -0.3 0.0 0.246
H 2.291424 4.567880 0.686598 -0.1 -0.1 0.0 0.265
H 3.284197 2.545125 0.614272 -0.3 -0.7 0.1 0.185
C -3.362833 -2.559985 0.452444 0.0 -0.2 0.3 -0.536
O -3.264812 -1.619800 -0.594940 0.3 0.2 0.2 -0.543
H -3.120061 -3.557138 0.076006 -0.2 -0.1 0.0 0.244
H -2.684769 -2.391797 1.297425 0.2 0.3 -0.2 0.132
H -4.363866 -2.536136 0.894335 -0.1 -0.2 -0.2 0.294
H -2.607372 -0.953269 -0.319657 -0.4 -0.3 -0.2 0.307
C 3.391227 -1.540329 -0.928780 0.4 -0.8 -0.2 -0.684
O 3.165743 -0.115122 -1.007541 0.1 0.1 0.4 -0.243
H 3.961085 -1.862267 -1.800469 -0.3 0.1 -0.1 0.348
H 3.969703 -1.811298 -0.043572 -0.1 0.4 0.2 0.364
H 2.434719 -2.050504 -0.864487 0.0 0.1 -0.2 0.140
H 3.893504 0.332127 -0.568614 -0.2 0.3 0.0 0.219
C -1.420904 1.158370 -2.887303 -0.3 -0.3 -0.7 -0.513
O -0.074006 1.675414 -2.810925 -0.5 0.4 -0.4 -0.317
H -1.639128 0.889718 -3.923467 0.1 0.0 0.0 0.323
H -1.509455 0.249753 -2.300593 0.1 0.1 0.2 0.079
H -2.136472 1.920047 -2.581551 0.1 -0.1 0.3 0.368
H -0.134139 2.578530 -3.135467 0.5 0.1 0.1 0.272
C -1.206123 4.120040 1.250364 0.2 -0.4 0.1 -0.395
O -0.501974 3.951620 0.033644 -0.1 0.2 -0.3 -0.584
H -1.977836 3.352171 1.368098 0.0 0.1 0.1 0.057
H -0.501874 4.049120 2.089011 -0.2 0.1 0.1 0.199
H -1.694592 5.094081 1.259791 0.1 0.0 -0.1 0.343
H -0.170672 3.037141 0.008028 0.0 0.2 0.0 0.171
C 0.736071 -3.543807 1.340687 0.2 0.2 0.2 -0.293
O 1.283796 -2.671618 2.315758 0.4 0.1 0.2 -0.594
H -0.228791 -3.925628 1.689130 -0.1 0.0 -0.2 0.204
H 0.632509 -3.053978 0.370731 -0.1 -0.1 0.0 -0.132
H 1.428141 -4.379447 1.224262 -0.1 -0.1 0.0 0.307
H 1.050892 -1.747755 2.118814 -0.1 -0.7 -0.1 0.290
C -4.911487 1.389997 0.370048 -0.4 -0.3 0.9 -0.616
O -3.865719 1.469376 1.312787 0.2 0.3 0.2 -0.539
H -5.440692 0.435591 0.478971 0.3 -0.2 -0.6 0.227
H -5.678594 2.102877 0.686617 0.3 0.4 -0.3 0.296
H -4.573018 1.579188 -0.648238 -0.2 -0.1 -0.1 0.172
H -3.042112 1.069207 0.984997 -0.5 0.0 0.0 0.516
C -2.097285 0.459621 3.979240 0.6 0.9 -1.2 -0.337
O -0.756905 0.013944 4.090668 -0.1 -0.4 0.5 -0.615
H -2.513079 0.684742 4.957352 0.0 -0.4 0.1 0.363
H -2.086559 1.403135 3.414573 -0.3 0.1 0.2 0.089
H -2.717183 -0.199285 3.365702 -0.2 -0.3 0.4 0.116
H -0.405970 -0.130712 3.196476 -0.2 0.1 0.4 0.275
C 3.560779 -0.116153 3.075353 0.7 0.4 0.0 -0.641
O 2.888751 0.973492 2.454680 -0.2 -0.5 -0.2 -0.537
H 2.928005 -0.727062 3.719986 -0.2 0.1 -0.1 0.260
H 4.041945 -0.768465 2.338094 -0.1 -0.1 0.0 0.175
H 4.353418 0.334253 3.676876 0.0 -0.2 0.1 0.293
H 2.045903 0.606193 2.138041 0.0 0.4 -0.1 0.248
C -0.837539 -3.521335 -2.259731 -0.1 0.0 0.7 -0.422
O 0.485030 -3.879159 -2.603192 -0.4 0.3 -0.2 -0.542
H -1.396493 -3.093399 -3.095829 0.0 0.0 0.0 0.330
H -1.385552 -4.387242 -1.873549 0.1 -0.2 -0.3 0.298
H -0.859951 -2.808441 -1.427839 0.0 0.2 -0.2 0.049
H 0.733394 -3.281866 -3.340819 0.4 -0.4 0.2 0.373
```
Forces are in eV/Å.



(4)
Entry from OMol25: C10H40N20O10 as an isolated structure at a distorted geometry (ωB97M-V with the def2-TZVPD basis set).

* gap between HOMO and LUMO: 5.63 eV
* energy relative to the best compared isomer or geometry (same formula, charge and spin): 39.5434 eV
* LUMO level: -1.096 eV
* spin multiplicity: 1
* HOMO: -6.7 eV

Structure (XYZ):
```
80
Properties=species:S:1:pos:R:3:forces:R:3:mulliken_charge:R:1
C 1.853958 3.462332 -0.148377 0.9 2.7 -0.9 0.468
O 2.107388 2.698891 0.723381 0.9 -2.0 3.8 -0.623
N 2.791913 4.348130 -0.545150 0.4 0.7 -0.5 -0.501
N 0.732677 3.455031 -0.801004 -1.6 1.6 -2.6 -0.438
H 2.489096 5.129779 -1.108559 0.6 0.1 0.4 0.189
H 3.584793 4.348754 0.080526 0.0 0.7 -0.4 0.281
H -0.001226 2.837374 -0.484811 2.2 1.6 -0.8 0.205
H 0.585098 4.094964 -1.568339 -0.2 -0.2 0.2 0.244
C -4.122065 -0.426334 1.057958 -1.6 -3.1 -0.9 -0.687
O -5.066646 -0.069270 0.436265 -3.3 1.6 -0.9 -0.673
N -3.261819 -1.279647 0.539197 -3.6 -4.1 0.7 0.008
N -3.698694 -0.247410 2.270935 -8.5 2.8 5.0 -0.383
H -2.432968 -1.249092 1.115528 -2.3 -1.3 -2.3 1.869
H -3.302335 -1.889663 -0.264753 -2.6 1.2 1.3 0.285
H -2.868019 -0.741283 2.564507 -3.0 0.2 2.3 0.897
H -4.228564 0.349817 2.889528 -0.1 0.3 -0.2 0.299
C -1.216142 -1.990424 2.154259 2.6 -2.5 -0.3 0.365
O -1.840406 -0.955027 2.138171 9.8 -4.0 3.6 -0.853
N -1.037900 -2.629170 3.276010 0.6 -1.1 1.8 -0.369
N -0.680603 -2.509998 1.009414 -1.6 -2.7 2.9 0.413
H -0.603055 -3.540712 3.266662 -0.2 0.4 0.6 0.251
H -1.302396 -2.087551 4.086437 0.2 -0.7 0.3 0.327
H -0.887505 -1.855286 0.268716 -0.5 -3.5 1.1 -0.801
H 0.176738 -3.043732 0.995485 -0.3 0.5 0.5 0.440
C -2.953641 2.124931 -0.158687 -3.1 3.1 0.9 -0.352
O -4.021509 2.560470 0.313943 0.4 -0.7 -0.2 -0.787
N -1.872101 2.858756 -0.154503 -1.3 6.2 -2.3 -0.448
N -2.776857 1.021542 -0.849800 -4.9 1.8 6.7 -0.016
H -0.990558 2.397753 -0.329030 -4.5 1.4 -2.0 0.531
H -1.752417 3.731701 0.339196 -0.9 -0.2 0.2 0.347
H -3.679243 0.569311 -0.885583 0.0 -0.4 -0.6 0.635
H -1.989134 0.662377 -1.369996 -0.1 2.7 1.1 0.554
C -1.648839 -0.874380 -2.110329 0.5 -3.6 -1.4 -0.109
O -1.956425 0.269717 -2.436362 4.3 -3.5 -9.4 -0.687
N -1.009009 -1.837142 -2.791759 2.8 5.1 -8.2 -0.139
N -1.957119 -1.315936 -0.921424 1.3 1.4 -4.9 -0.225
H -0.792086 -1.594319 -3.747833 0.0 0.6 -0.2 0.330
H -0.773799 -2.784831 -2.533564 -0.4 2.0 -2.0 0.086
H -1.983126 -2.312882 -0.761639 -0.4 1.0 -0.2 1.460
H -2.172942 -0.513187 -0.347739 -1.6 -0.7 -1.8 -2.001
C -0.472530 -3.809977 -1.118808 -3.4 0.4 -1.9 0.738
O -1.506842 -3.306386 -1.639757 -1.1 -9.9 5.0 -0.719
N -0.394290 -5.016271 -0.744734 0.6 -4.7 1.5 -0.290
N 0.616205 -3.087406 -1.032765 1.8 1.1 0.1 -0.132
H -1.027768 -5.717924 -1.100388 -0.1 0.1 0.5 0.344
H 0.342665 -5.223473 -0.085898 -0.1 -0.7 -0.4 0.204
H 1.454008 -3.403487 -1.499971 -0.1 -0.4 0.2 0.203
H 0.332156 -2.187885 -1.393726 1.0 0.1 -0.6 -0.382
C 0.126816 0.685749 0.095544 4.5 0.4 -2.6 -0.331
O -0.412093 1.726753 0.445525 8.3 -3.9 0.7 0.079
N -0.412074 -0.476583 0.260124 3.4 3.6 1.0 0.551
N 1.247846 0.726862 -0.614387 0.3 3.5 1.9 0.151
H -0.137409 -1.246719 -0.332783 1.3 2.8 -0.2 -0.706
H -1.348758 -0.417645 0.633288 1.7 0.6 0.7 -0.654
H 1.849823 1.537732 -0.599393 -1.1 -0.3 0.5 -0.103
H 1.583025 -0.149479 -0.988245 -0.9 2.7 1.8 0.383
C 4.998966 2.058510 -0.200507 2.2 -0.9 2.8 0.313
O 5.908641 2.462935 0.525644 -1.0 -0.5 0.1 -0.704
N 4.093375 1.095444 0.058325 0.4 -1.4 1.9 -0.045
N 4.870570 2.410015 -1.431598 -0.2 1.5 -4.8 -0.217
H 3.954968 0.922797 1.043784 -0.7 0.0 -0.3 0.234
H 3.436333 0.830185 -0.661415 0.3 0.1 1.0 -0.131
H 5.702463 2.560786 -1.984134 -0.4 0.4 0.0 0.246
H 3.994311 2.115070 -1.838177 0.7 0.5 -0.8 0.163
C 2.622527 -1.427185 -1.528774 4.4 0.4 -2.2 0.023
O 1.554387 -0.992754 -1.716203 -4.4 -4.0 -7.8 -0.470
N 3.667540 -1.431196 -2.337677 2.4 -0.7 -2.5 -0.343
N 2.995892 -1.650365 -0.345124 2.1 -1.9 7.3 -0.268
H 4.502053 -1.836002 -1.937898 0.0 0.2 -0.5 0.187
H 3.784625 -1.056407 -3.268221 -0.8 -0.1 0.2 0.246
H 2.405147 -1.357212 0.419851 -0.4 -0.2 -0.1 0.189
H 3.966396 -1.516018 -0.099855 -0.1 -0.2 0.0 0.347
C -1.565589 1.944272 2.930863 -1.9 0.1 0.9 -0.104
O -2.330724 2.273601 3.855320 0.6 -0.5 -0.1 -0.808
N -1.782265 1.067925 1.975743 -2.1 1.4 2.1 0.199
N -0.336395 2.398396 2.740345 4.1 2.9 1.5 -0.295
H -1.209287 1.249876 1.164149 -2.1 -0.3 1.7 1.342
H -2.692149 0.629712 1.962160 0.3 2.1 -0.1 0.044
H 0.121217 3.037897 3.374168 -0.6 0.0 0.1 0.273
H 0.053702 2.401501 1.808731 0.2 0.1 1.1 -0.151
```
Forces are in eV/Å.



Question: Among the records above, which one has the highest spin multiplicity?
Answer: C10H40FeO18S2



Question: spin multiplicity of number 3 (C10H40FeO18S2)?
Answer: 6



Question: Among the records above, which one has the highest spin multiplicity?
Answer: C10H40FeO18S2